The following is a quantum chemistry calculation of C17H40AlAsF12NO19S7 as an isolated structure in a non-equilibrium geometry, from OMol25.

For the molar mass, the calculation gives 1116.8 g mol⁻¹. The largest force on an atom comes out at 0.1447 Eh/bohr. Its total energy is -234540.9413 eV. The charge is +1.

```
98
Properties=species:S:1:pos:R:3:mulliken_charge:R:1
Al 2.5734 -1.5609 1.8093 1.183
C 1.6890 -3.8113 6.6394 0.723
F 0.7500 -4.1341 5.7862 -0.139
F 1.2386 -3.2563 7.7219 -0.153
F 2.4785 -4.8313 7.1039 -0.185
S 2.7594 -2.4317 5.6112 0.968
O 3.6506 -1.7635 6.5764 -0.498
O 3.3908 -3.1891 4.5063 -0.564
N 1.7188 -1.3752 4.6590 0.091
S 0.7528 -0.8427 5.6948 0.439
O -0.4937 -1.5386 5.7987 -0.340
O 1.3019 -0.4137 6.9994 -0.357
C 0.3148 0.8497 4.8373 0.698
F -0.4181 0.4967 3.7732 -0.165
F -0.5376 1.5424 5.6540 -0.197
F 1.3141 1.5645 4.6220 -0.129
As -0.7047 0.3689 0.2066 2.147
F 0.6930 0.6036 1.2289 -0.534
F -1.1006 2.1392 0.5541 -0.512
F -2.1268 0.1411 -0.8725 -0.543
F -0.1863 -1.3154 0.0805 -0.466
F -1.6936 -0.0994 1.5634 -0.527
F 0.1125 0.8560 -1.3589 -0.425
O 3.0194 -0.7571 -1.1365 -0.264
S 3.5889 0.3748 -1.8076 1.114
O 3.6378 1.6600 -1.1632 -0.667
O 5.1448 -0.0959 -2.2527 -0.294
C 5.9505 0.7741 -3.0011 -0.354
C 6.1290 0.3329 -4.4334 -1.018
C 2.8118 0.5940 -3.4755 -0.670
H 6.7884 0.5847 -2.3301 0.301
H 5.5458 1.7659 -2.7997 0.439
H 6.9918 0.7951 -4.9131 0.377
H 5.3115 0.7004 -5.0536 0.248
H 6.2484 -0.7398 -4.5849 0.283
H 2.7283 -0.4179 -3.8720 0.390
H 3.3591 1.1853 -4.2096 0.345
H 1.8428 1.0060 -3.1937 0.013
O -4.1587 6.3678 2.0904 -0.540
S -4.6538 4.9987 1.6824 1.135
O -5.4577 4.1028 2.5775 -0.544
O -5.2103 5.0465 0.0598 -0.281
C -5.9888 4.0419 -0.5202 0.008
C -6.1335 4.3435 -1.9788 -1.269
C -3.0790 4.0864 1.3307 -1.053
H -6.9664 4.0518 -0.0383 0.305
H -5.5275 3.0557 -0.4670 0.278
H -6.6781 3.6635 -2.6340 0.388
H -5.1537 4.2982 -2.4542 0.312
H -6.7283 5.2568 -1.9652 0.307
H -2.4735 4.1561 2.2344 0.446
H -2.5436 4.6746 0.5854 0.362
H -3.2460 3.0125 1.2470 0.368
O -0.3474 4.4798 -5.5186 -0.594
S 0.4614 5.5381 -4.8988 1.121
O -0.1461 6.8982 -4.4802 -0.588
O 1.1978 4.9520 -3.4940 -0.259
C 0.4748 3.9747 -2.8128 -0.233
C 1.1908 4.1216 -1.4417 -0.925
C 2.0797 5.7379 -5.9233 -0.797
H 0.6257 2.9849 -3.2437 0.231
H -0.5747 4.2386 -2.6827 0.437
H 0.7243 3.4696 -0.7033 0.115
H 1.0423 5.1531 -1.1222 0.430
H 2.2456 3.8471 -1.4293 0.181
H 2.7684 5.4450 -5.1308 0.253
H 2.0802 6.8237 -6.0188 0.350
H 2.0434 5.1439 -6.8365 0.330
O 0.1286 -3.1307 2.0506 -0.251
S -0.9110 -4.1142 2.3606 0.723
O -0.6393 -5.5535 2.5407 -0.594
O -1.6068 -3.5920 3.8212 -0.041
C -2.5863 -4.4092 4.3676 -0.490
C -2.3696 -4.8896 5.8040 -1.107
C -2.3672 -4.0845 1.1695 -0.719
H -2.6774 -5.3382 3.8048 0.498
H -3.5937 -3.9949 4.3280 0.354
H -2.0517 -3.9897 6.3306 0.175
H -1.4869 -5.5141 5.6667 0.242
H -3.1789 -5.5116 6.1863 0.419
H -2.4946 -3.0272 0.9370 0.264
H -3.2033 -4.6610 1.5653 0.473
H -1.9253 -4.4372 0.2376 0.083
O 1.7443 -3.4498 -0.4551 -0.497
S 1.1980 -4.3348 -1.4624 0.934
O 0.4940 -5.5908 -1.1377 -0.630
O 0.2347 -3.3786 -2.3529 -0.104
C -1.0125 -3.7992 -2.8238 -0.071
C -1.8566 -2.5723 -3.2209 -1.057
C 2.4372 -4.6061 -2.7149 -0.994
H -1.5488 -4.2314 -1.9790 0.077
H -0.9201 -4.6927 -3.4412 0.466
H -2.4656 -2.3111 -2.3555 0.224
H -2.5984 -2.7571 -3.9980 0.375
H -1.2017 -1.7191 -3.3972 0.220
H 3.1987 -5.2717 -2.3084 0.432
H 2.8515 -3.6286 -2.9617 0.199
H 1.9664 -5.1356 -3.5432 0.366
```

=====

The following is a quantum chemistry calculation of C17H40BeClNO18P3S as an isolated structure in a non-equilibrium geometry, from OMol25.

For the molar mass, the calculation gives 716.0 g mol⁻¹. The largest force on an atom comes out at 0.0862 Eh/bohr. The charge is +1. The value obtained for the energy above the lowest of the compared OMol25 structures with the same formula, charge and spin is 0.0 kJ/mol.

```
82
Properties=species:S:1:pos:R:3:mulliken_charge:R:1
Be 1.4271 -2.2223 -3.4560 1.135
Cl 0.2403 0.2988 -1.2660 1.858
O 1.4151 0.9519 -0.7689 -0.696
O -0.8528 0.9216 -0.6127 -0.556
O 0.1677 0.4689 -2.7030 -0.762
O 0.3636 -1.1125 -1.0469 -0.662
C 4.5550 -3.4329 0.8762 -0.578
C 4.5948 -2.1346 1.6825 -0.708
C 3.8043 -1.1515 0.8281 -0.473
S 4.3888 -1.4517 -0.8987 1.036
O 5.5091 -0.5913 -1.3355 -0.692
O 3.1814 -1.5835 -1.6833 -0.402
C 5.0237 -3.1644 -0.5470 -0.861
H 3.5516 -3.8573 0.9105 0.274
H 5.2011 -4.2277 1.2490 0.404
H 5.5554 -1.6774 1.9199 0.355
H 4.0670 -2.3404 2.6137 0.305
H 3.9280 -0.0871 1.0279 0.536
H 2.7483 -1.4218 0.8211 0.128
H 6.1039 -3.0236 -0.5853 0.355
H 4.7320 -3.7729 -1.4029 0.431
C -3.2977 -1.7787 0.2483 -0.579
O -4.2924 -0.8429 -0.0844 -0.290
P -5.6023 -0.5203 0.8991 1.053
O -5.1605 0.1835 2.1465 -0.778
O -6.6282 0.3634 0.0285 -0.343
C -6.1780 1.4632 -0.7558 -0.592
O -6.4111 -1.9589 1.1000 -0.346
C -7.6102 -1.8783 1.9083 -0.681
H -2.3232 -1.2996 0.3438 0.085
H -3.3008 -2.5032 -0.5661 0.351
H -3.3511 -2.3431 1.1793 0.338
H -6.6989 1.3322 -1.7043 0.275
H -5.0890 1.4451 -0.7993 0.305
H -6.3400 2.4615 -0.3495 0.242
H -7.8422 -0.8700 2.2512 0.276
H -7.4684 -2.5651 2.7427 0.292
H -8.5897 -2.0899 1.4794 0.296
C -0.7568 -3.2078 5.3892 -0.627
O -0.3652 -1.8316 5.2359 -0.354
P 0.4066 -1.4520 3.8708 0.729
O 1.3274 -2.4743 3.3898 -0.648
O -0.8679 -1.0777 2.9532 0.146
C -1.9930 -0.2550 3.4342 0.041
O 1.1533 -0.0222 4.0867 -0.411
C 1.6110 0.8130 3.0441 -0.305
H -1.2672 -3.2018 6.3523 0.237
H 0.0862 -3.8983 5.3621 0.268
H -1.3881 -3.5287 4.5606 0.277
H -2.7487 0.0880 2.7276 -0.653
H -1.6287 0.5501 4.0723 0.510
H -2.5615 -0.9587 4.0423 0.291
H 1.0879 1.7659 3.1247 0.268
H 1.3842 0.3214 2.0980 -0.040
H 2.6816 1.0029 3.1196 0.311
C 3.9742 1.3790 -8.0143 -0.586
O 3.5885 0.3631 -7.0274 -0.428
P 3.6090 0.7097 -5.4030 0.691
O 3.0087 -0.3233 -4.4939 -0.227
O 5.2026 0.9792 -5.0885 -0.347
C 5.5865 1.3047 -3.7485 -0.354
O 2.9801 2.2353 -5.3234 -0.329
C 2.4951 2.7583 -4.1583 -0.208
H 4.4372 0.8973 -8.8755 0.245
H 4.6437 2.1079 -7.5575 0.303
H 3.0353 1.8105 -8.3613 0.245
H 4.8381 1.0716 -2.9911 0.065
H 5.7767 2.3749 -3.6677 0.284
H 6.5262 0.8344 -3.4588 0.262
H 2.4870 2.0079 -3.3678 -0.064
H 1.4840 3.1456 -4.2841 0.265
H 3.1353 3.5744 -3.8234 0.267
N -3.9669 2.5338 1.9274 0.363
C -2.6532 3.0265 1.7888 -0.387
C -2.7129 4.4217 1.5970 -0.617
C -4.0747 4.7175 1.5089 -0.870
C -4.8129 3.5387 1.7110 -0.129
H -4.1835 1.5489 1.9831 0.180
H -1.7938 2.3733 1.8244 0.534
H -1.8581 5.0730 1.4901 0.435
H -4.5842 5.6697 1.4916 0.402
H -5.8508 3.2459 1.7683 0.635
```

=====

The following is a quantum chemistry calculation of a 3-piece molecular cluster, C17H40BrFO11P3 overall in a non-equilibrium geometry, from OMol25.

For the molar mass, the calculation gives 612.3 g mol⁻¹. The largest force on an atom comes out at 0.1919 Eh/bohr. The charge is +1. The value obtained for the energy above the lowest of the compared OMol25 structures with the same formula, charge and spin is 617.5 kJ/mol.

```
73
Properties=species:S:1:pos:R:3:mulliken_charge:R:1
C 4.3718 1.0360 -1.1414 -0.517
C 3.9706 -0.5293 -1.1909 -0.292
C 3.4069 -0.9931 -2.6456 -0.405
O 1.9737 -1.1929 -2.6464 -0.276
C 1.2948 -0.4697 -3.6773 -0.576
P -0.1196 0.5314 -2.8535 0.501
C -0.1884 2.1900 -3.7972 -0.672
C 1.0538 3.1255 -3.3888 0.111
F 1.4466 3.8006 -4.6079 -0.317
C 0.3909 0.7276 -1.0505 0.547
C -0.1254 2.0581 -0.3564 0.146
O -0.9136 2.8812 -0.8314 -0.446
Br 0.5898 2.4663 1.4709 -0.111
O -1.6418 -0.1725 -3.0813 -0.467
C -1.8526 -1.3478 -2.2354 -0.438
C -3.0921 -1.1170 -1.2175 -0.138
C -2.7742 -0.0511 -0.0632 -0.851
H 5.0835 1.1614 -0.2204 0.045
H 4.9096 1.4132 -2.0702 0.320
H 3.4831 1.7314 -0.9264 0.103
H 4.8342 -1.2092 -0.8543 0.377
H 3.0653 -0.6413 -0.4853 0.207
H 3.9089 -2.0105 -2.8520 0.226
H 3.8078 -0.2819 -3.4366 0.268
H 0.8402 -1.1814 -4.4614 0.431
H 1.9181 0.2974 -4.2404 0.402
H -0.0081 1.8951 -4.8959 0.450
H -1.2045 2.6974 -3.6870 0.398
H 0.7480 3.9186 -2.6352 0.273
H 1.9106 2.5235 -2.9338 0.018
H 1.5452 0.7815 -1.0515 -0.714
H 0.1513 -0.2223 -0.4465 0.543
H -2.2085 -2.1869 -2.9401 0.405
H -0.9180 -1.7415 -1.7186 0.308
H -3.3504 -2.1354 -0.7530 0.324
H -4.0365 -0.7748 -1.7758 0.084
H -2.7819 1.0225 -0.4515 0.186
H -3.5958 -0.1475 0.7372 0.349
H -1.7852 -0.2461 0.4759 0.197
C -7.2855 -1.9975 -1.8162 -0.661
O -7.6461 -0.8420 -1.0725 -0.480
P -7.3992 -0.8458 0.6260 1.116
O -5.9137 -1.1520 0.5056 -0.554
O -8.2713 -2.2399 0.7641 -0.315
C -9.6581 -2.2061 0.4271 -0.817
O -7.2836 -0.7505 2.3374 -0.294
C -8.4845 -0.4567 3.0490 -0.623
H -6.6584 -1.6882 -2.6541 0.244
H -6.7482 -2.7369 -1.2201 0.341
H -8.1949 -2.4563 -2.2114 0.281
H -9.8649 -3.0064 -0.2855 0.253
H -9.9474 -1.2516 -0.0192 0.414
H -10.2539 -2.3747 1.3254 0.289
H -9.0858 -1.3623 3.1585 0.221
H -9.0612 0.3155 2.5372 0.325
H -8.2199 -0.0992 4.0451 0.255
C 7.1287 -2.1233 4.2174 -0.625
O 6.0460 -1.2031 4.2772 -0.495
P 6.0531 0.1462 3.2180 1.134
O 6.1759 -0.7577 1.9997 -0.586
O 7.5543 0.5645 3.7606 -0.318
C 7.6870 1.0014 5.1129 -0.809
O 6.0565 1.5132 2.1694 -0.228
C 5.9542 2.7903 2.7954 -0.711
H 6.7210 -3.1311 4.1277 0.254
H 7.8028 -1.9337 3.3809 0.325
H 7.6952 -2.0570 5.1494 0.250
H 8.4736 0.4174 5.5938 0.258
H 6.7590 0.8762 5.6760 0.407
H 7.9740 2.0540 5.1276 0.296
H 6.9301 3.0992 3.1771 0.228
H 5.2253 2.7683 3.6076 0.352
H 5.6322 3.5191 2.0497 0.277
```

=====

largest force on an atom of number 2 (C17H40BeClNO18P3S)?
0.0862 Eh/bohr

=====

The highest molar mass belongs to which entry?
C17H40AlAsF12NO19S7